(1)
50
Properties=species:S:1:pos:R:3:mulliken_charge:R:1 method="wB97M-V/def2-TZVPD" smiles="CCOc1ccc(CC(=O)Nc2cccc(-c3ccc4nnc(C)n4n3)c2)cc1" e_above_lowest_kj_mol=44.4 lumo_energy_ha=-0.00199
C -3.844 -8.028 0.750 -1.03
C -4.216 -6.769 -0.028 -0.41
O -4.205 -5.608 0.778 -0.47
C -3.024 -5.045 1.146 0.85
C -3.123 -3.982 2.048 -0.71
C -1.997 -3.318 2.480 -0.02
C -0.732 -3.690 2.029 -0.23
C 0.483 -2.935 2.481 -1.17
C 0.610 -1.551 1.842 0.66
O 1.103 -0.614 2.426 -0.66
N 0.142 -1.517 0.564 0.03
C 0.081 -0.437 -0.319 0.67
C -0.612 -0.610 -1.516 -0.58
C -0.689 0.426 -2.428 -0.90
C -0.087 1.641 -2.159 -0.64
C 0.602 1.827 -0.961 0.55
C 1.237 3.122 -0.686 0.44
C 1.459 3.575 0.653 -0.54
C 2.043 4.784 0.879 -0.75
C 2.412 5.549 -0.243 0.59
N 2.982 6.721 -0.402 -0.68
N 3.080 6.952 -1.710 -0.55
C 2.582 5.943 -2.380 1.01
C 2.494 5.798 -3.848 -1.10
N 2.134 5.006 -1.498 0.80
N 1.566 3.834 -1.731 -1.17
C 0.690 0.782 -0.047 -0.73
C -0.639 -4.741 1.128 -0.65
C -1.765 -5.419 0.689 -0.27
H -3.922 -8.896 0.101 0.35
H -4.522 -8.154 1.590 0.30
H -2.830 -7.964 1.135 0.33
H -5.248 -6.842 -0.380 0.31
H -3.564 -6.642 -0.902 0.32
H -4.104 -3.699 2.395 0.42
H -2.092 -2.500 3.179 0.45
H 0.472 -2.787 3.563 0.39
H 1.392 -3.487 2.229 0.32
H -0.296 -2.367 0.229 0.00
H -1.087 -1.558 -1.726 0.45
H -1.225 0.284 -3.354 0.37
H -0.144 2.455 -2.862 0.49
H 1.139 2.957 1.475 0.43
H 2.227 5.174 1.866 0.46
H 2.995 6.638 -4.319 0.36
H 2.962 4.865 -4.159 0.29
H 1.451 5.775 -4.161 0.26
H 1.244 0.891 0.870 0.69
H 0.331 -5.050 0.764 0.32
H -1.639 -6.233 -0.008 0.38

(2)
46
Properties=species:S:1:pos:R:3:mulliken_charge:R:1 method="wB97M-V/def2-TZVPD" smiles="O=C(C[C@@H](c1ccccc1)c1ccccc1O)NCc1ccccc1" e_above_lowest_kj_mol=0.0 lumo_energy_ha=0.01524
O 2.509 1.931 -0.205 -0.68
C 1.379 1.850 -0.641 0.17
C 0.155 2.269 0.154 -0.86
C -0.084 1.223 1.258 -0.22
C -1.251 1.619 2.136 0.21
C -1.044 1.906 3.479 -0.33
C -2.101 2.268 4.296 -0.68
C -3.382 2.346 3.780 -0.39
C -3.598 2.061 2.443 -0.85
C -2.541 1.700 1.627 -0.12
C -0.274 -0.200 0.776 0.22
C 0.282 -1.210 1.553 -0.21
C 0.123 -2.550 1.256 -1.06
C -0.608 -2.918 0.143 -0.59
C -1.166 -1.937 -0.651 -0.84
C -1.011 -0.590 -0.346 1.16
O -1.591 0.344 -1.172 -0.58
N 1.093 1.381 -1.876 -0.08
C 2.084 0.714 -2.698 -1.44
C 1.949 -0.782 -2.570 0.75
C 1.267 -1.524 -3.524 -0.44
C 1.115 -2.891 -3.372 -0.62
C 1.640 -3.527 -2.261 -0.50
C 2.309 -2.791 -1.297 -0.62
C 2.459 -1.425 -1.449 -0.14
H -0.718 2.378 -0.484 0.32
H 0.364 3.224 0.640 0.60
H 0.820 1.225 1.877 0.88
H -0.046 1.851 3.890 0.38
H -1.922 2.491 5.338 0.38
H -4.208 2.628 4.416 0.39
H -4.596 2.120 2.033 0.39
H -2.721 1.481 0.587 0.34
H 0.855 -0.929 2.425 0.41
H 0.569 -3.301 1.890 0.44
H -0.746 -3.957 -0.110 0.43
H -1.737 -2.212 -1.530 0.26
H -2.104 -0.119 -1.846 0.29
H 0.124 1.211 -2.101 0.32
H 1.955 1.030 -3.738 0.45
H 3.060 1.043 -2.333 0.42
H 0.862 -1.030 -4.397 0.38
H 0.589 -3.461 -4.125 0.41
H 1.527 -4.595 -2.146 0.45
H 2.717 -3.283 -0.428 0.43
H 2.976 -0.845 -0.699 0.38

(3)
49
Properties=species:S:1:pos:R:3:mulliken_charge:R:1 method="wB97M-V/def2-TZVPD" smiles="COc1ccc([C@@H](OC(=O)c2ccco2)C(=O)NCc2ccc(C)cc2)cc1" e_above_lowest_kj_mol=54.9 lumo_energy_ha=0.01813
C 6.488 2.523 1.905 -0.82
O 5.538 2.277 2.913 -0.46
C 4.265 1.963 2.548 0.92
C 3.369 1.736 3.596 -0.70
C 2.055 1.418 3.336 -0.37
C 1.601 1.316 2.024 -0.26
C 0.173 0.922 1.774 -0.25
O -0.200 1.161 0.415 -0.29
C -1.505 1.347 0.162 0.23
O -2.346 1.563 0.997 -0.66
C -1.783 1.230 -1.271 0.67
C -2.941 1.484 -1.965 -0.64
C -2.674 1.144 -3.306 -0.50
C -1.382 0.703 -3.328 -0.54
O -0.836 0.753 -2.111 -0.25
C 0.010 -0.595 2.038 0.52
O -0.389 -1.043 3.086 -0.70
N 0.387 -1.328 0.972 -0.05
C -0.107 -2.673 0.736 -1.41
C -1.222 -2.581 -0.275 0.73
C -2.441 -2.027 0.101 -0.20
C -3.435 -1.819 -0.835 -0.58
C -3.239 -2.157 -2.169 0.96
C -4.327 -1.947 -3.177 -1.79
C -2.021 -2.711 -2.540 -0.70
C -1.021 -2.915 -1.606 -0.65
C 2.491 1.530 0.985 -0.55
C 3.813 1.859 1.238 -0.42
H 6.638 1.643 1.270 0.33
H 7.416 2.753 2.425 0.24
H 6.201 3.376 1.282 0.33
H 3.734 1.818 4.607 0.42
H 1.370 1.238 4.150 0.46
H -0.512 1.455 2.445 0.61
H -3.850 1.866 -1.550 0.59
H -3.344 1.215 -4.137 0.54
H -0.767 0.339 -4.127 0.51
H 0.650 -0.815 0.140 0.31
H -0.463 -3.056 1.695 0.42
H 0.710 -3.301 0.370 0.40
H -2.604 -1.747 1.132 0.46
H -4.373 -1.381 -0.528 0.38
H -4.922 -1.072 -2.926 0.35
H -4.991 -2.812 -3.191 0.43
H -3.914 -1.823 -4.176 0.37
H -1.850 -2.978 -3.573 0.39
H -0.075 -3.338 -1.915 0.35
H 2.149 1.458 -0.036 0.44
H 4.476 2.028 0.404 0.38

(4)
51
Properties=species:S:1:pos:R:3:mulliken_charge:R:1 method="wB97M-V/def2-TZVPD" charge=+1 lumo_energy_ha=-0.16767
F -2.369 4.357 -3.145 -0.31
C -2.766 3.496 -2.145 0.47
C -3.721 3.933 -1.225 -0.71
C -4.094 3.021 -0.232 0.41
F -5.016 3.439 0.706 -0.31
C -3.602 1.729 -0.177 -0.90
C -2.684 1.279 -1.162 1.02
C -2.229 -0.095 -1.158 -0.36
C -1.277 -0.595 -1.968 -0.26
C -0.931 -2.054 -2.010 -0.27
C -0.151 -2.491 -3.232 0.70
C -0.479 -3.698 -3.878 -0.73
C 0.306 -4.113 -4.963 0.34
F -0.005 -5.290 -5.621 -0.30
C 1.431 -3.406 -5.396 -0.62
C 1.726 -2.218 -4.720 0.19
F 2.836 -1.490 -5.099 -0.30
C 0.985 -1.772 -3.623 -0.63
C -2.224 2.218 -2.128 -0.93
H -4.162 4.920 -1.294 0.47
H -3.946 1.057 0.608 0.43
H -2.688 -0.778 -0.436 0.35
H -0.701 0.095 -2.593 0.16
H -1.818 -2.699 -1.943 0.42
H -1.323 -4.301 -3.530 0.39
H 2.012 -3.715 -6.261 0.47
H 1.288 -0.887 -3.054 0.43
H -1.477 1.930 -2.861 0.47
C 2.684 3.041 3.927 -0.96
N 1.677 2.019 4.162 0.19
C 0.933 2.188 5.391 -1.03
C 1.657 0.814 3.474 0.26
C 2.214 -0.339 4.085 -0.44
C 2.202 -1.524 3.395 -0.36
N 1.646 -1.599 2.153 -0.02
B 1.633 -2.843 1.385 0.24
H -0.248 -2.278 -1.202 -0.13
C 1.043 -0.513 1.574 -0.14
C 1.052 0.718 2.190 -0.64
H 3.358 2.768 3.106 0.33
H 2.188 3.991 3.688 0.33
H 3.281 3.185 4.842 0.32
H 0.268 1.339 5.568 0.34
H 1.616 2.293 6.241 0.36
H 0.333 3.101 5.315 0.33
H 2.667 -0.300 5.080 0.47
H 2.629 -2.441 3.801 0.46
H 2.509 -2.951 0.585 0.05
H 0.593 -3.431 1.458 0.04
H 0.574 -0.701 0.597 0.35
H 0.570 1.592 1.725 0.52

(5)
60
Properties=species:S:1:pos:R:3:mulliken_charge:R:1 method="wB97M-V/def2-TZVPD" charge=+3 e_above_lowest_kj_mol=168.4 lumo_energy_ha=-0.38359
Ta 0.387 0.315 0.059 0.68
C 4.008 0.914 1.365 -1.07
Se 3.186 0.146 -0.225 0.27
C 3.502 1.575 -1.517 -0.79
C 2.953 2.907 -1.070 -0.74
Se 1.061 2.853 -0.590 0.09
C 0.241 3.049 -2.357 -0.73
H 5.052 1.107 1.126 0.44
H 3.950 0.149 2.135 0.39
H 3.500 1.818 1.685 0.33
H 3.048 1.222 -2.443 0.40
H 4.581 1.627 -1.671 0.50
H 3.035 3.656 -1.858 0.55
H 3.469 3.296 -0.194 0.43
H 0.582 4.010 -2.735 0.41
H -0.830 3.076 -2.167 0.06
H 0.538 2.239 -3.016 0.42
Cl -2.093 -1.324 0.579 -0.06
C -3.168 0.022 0.289 1.36
C -4.548 -0.088 0.474 -0.82
C -5.323 1.022 0.249 0.62
Cl -7.013 0.899 0.470 -0.17
C -4.749 2.261 -0.164 0.28
C -5.500 3.436 -0.408 -0.84
C -4.850 4.566 -0.802 -0.70
C -3.449 4.535 -0.963 -0.29
N -2.710 3.470 -0.751 -0.35
C -3.352 2.346 -0.351 0.31
C -2.574 1.187 -0.112 -0.47
O -1.221 1.238 -0.254 -0.37
H -4.996 -1.021 0.782 0.55
H -6.574 3.423 -0.280 0.45
H -5.390 5.482 -0.999 0.44
H -2.928 5.430 -1.282 0.47
N 1.128 2.523 4.896 -0.56
N 0.635 1.644 3.980 1.04
N -0.038 0.570 4.356 -0.78
C -0.204 -0.069 3.220 -0.34
N 0.347 0.627 2.205 0.45
N 0.897 1.731 2.725 -0.32
H 0.599 2.449 5.761 0.34
H 1.155 3.468 4.525 0.30
H -0.712 -1.013 3.119 0.49
O 0.911 -1.557 0.736 -0.48
C 0.849 -2.045 -0.480 1.30
O 0.485 -1.045 -1.317 -0.61
C 1.097 -3.341 -0.878 0.05
C 0.942 -3.683 -2.250 -0.61
C 1.172 -4.958 -2.697 -1.05
C 1.562 -5.887 -1.733 1.05
O 1.834 -7.150 -1.926 -0.40
C 2.196 -7.731 -0.644 -0.24
O 2.097 -6.667 0.306 -0.45
C 1.718 -5.563 -0.362 0.54
C 1.496 -4.314 0.100 -0.97
H 0.630 -2.918 -2.948 0.56
H 1.060 -5.245 -3.732 0.49
H 3.220 -8.093 -0.704 0.29
H 1.487 -8.520 -0.407 0.29
H 1.611 -4.056 1.143 0.57